[1]
Computed, not measured: a structure of composition C47H46ClMgN4O9Se, with ωB97M-V with the def2-TZVPD basis set.

The geometry in ORCA input format:
```
! RIJCOSX wB97M-V def2-TZVPD def2/J DEFGRID3
* xyz -1 1
H 1.474 -4.429 2.165
H 2.283 2.123 4.756
O -2.963 3.744 -1.923
C 3.787 1.745 -4.310
C -0.636 4.411 4.803
C 0.721 1.699 -4.875
H -1.687 -4.787 0.397
Se -2.706 0.369 3.046
C -1.738 -2.286 -1.066
O -0.722 -2.993 2.413
H 0.516 5.307 3.194
C 1.962 0.809 1.642
O -2.989 4.382 0.350
H 0.394 -2.163 -1.257
H -3.342 -6.433 1.170
C -1.711 -2.547 -3.863
C -4.041 -2.664 1.550
H -3.842 0.759 -4.774
N 1.480 2.636 -4.249
C -3.543 -5.374 1.283
C -4.737 -4.949 1.858
H 5.371 -2.822 -1.758
C -2.845 -3.080 0.988
C -1.741 1.197 -4.928
H 2.794 2.874 -5.850
H 0.837 -2.447 5.294
H 0.310 1.059 -2.251
C 2.432 -1.064 0.087
C 1.686 3.481 -1.901
C -4.982 -3.592 1.986
C -0.586 1.032 -2.859
H -0.516 -1.530 4.591
H 2.885 1.612 -0.105
C 2.751 1.737 0.962
C 2.427 2.017 3.686
H -5.469 -5.673 2.196
C 0.992 3.589 -3.250
N -1.661 1.479 2.124
H 3.169 3.816 -4.404
H -0.064 3.589 1.516
H -5.913 -3.248 2.422
C 3.420 -1.745 0.801
H 3.377 -1.767 1.880
C -1.830 -2.046 0.461
C -1.804 2.389 4.264
C -0.443 3.552 2.528
H -3.850 -2.675 -3.701
O -3.399 2.122 -0.246
C -0.137 4.485 3.458
C 1.231 -4.177 3.198
Mg -1.372 0.837 -0.017
C 1.809 0.965 3.016
C -1.441 3.402 5.209
H 3.973 3.491 1.068
H 1.525 2.503 -1.450
N -2.570 1.349 4.523
H 1.791 -0.457 -1.844
C -2.924 -2.431 -1.787
H 1.272 4.224 -1.219
C -0.021 -2.502 4.623
H 5.215 -2.906 0.713
C -2.898 0.849 -4.255
Cl -2.680 3.344 -0.578
H -3.869 -2.431 -1.257
H 2.161 -4.052 3.755
O -2.285 -0.756 0.688
H 3.658 -1.569 -3.043
H -0.730 -3.239 5.003
H 4.790 1.930 -4.700
C -0.452 -2.338 1.162
O 1.077 1.144 -5.908
C 4.462 -2.379 0.139
H 0.652 -4.988 3.641
H 3.682 3.751 3.522
H -1.822 3.335 6.220
H -0.083 3.464 -3.125
H 1.140 4.593 -3.661
C -1.294 2.469 2.912
C 1.289 -0.288 0.777
O -1.252 2.995 -0.472
O 0.481 0.323 -0.157
C 0.427 -2.888 3.226
H 3.842 1.693 -3.221
H 0.421 -2.383 -3.683
C -0.527 -2.408 -3.158
C -2.612 -4.447 0.851
H 1.218 0.259 3.581
C 3.206 2.931 2.998
N -1.697 0.703 -2.206
H 3.447 0.780 -4.686
O 1.219 -1.864 2.651
H -1.739 1.378 -5.996
H -0.259 -0.492 2.203
C -2.837 0.632 -2.886
H -1.700 -2.636 -4.942
C 0.412 -1.179 1.685
H -0.351 5.187 5.503
C 4.554 -2.329 -1.246
C 2.832 2.842 -4.760
C -0.561 1.321 -4.209
H -3.723 0.405 -2.307
C -2.914 -2.566 -3.165
H 2.762 3.652 -1.989
H -4.230 -1.602 1.618
C -0.544 -2.288 -1.773
C 3.364 2.786 1.624
C 3.594 -1.631 -1.963
H 0.165 -3.005 0.550
C 2.547 -1.005 -1.298
*
```

Computed properties:
* molecular weight: 949.622 g mol⁻¹
* energy above the lowest of the compared OMol25 structures with the same formula, charge and spin: 3.56 kJ/mol
* HOMO: -0.22176 hartree
* E: -5776.53294 a.u.
* frontier orbital gap: 0.283 Eh


[2]
Computed, not measured: a structure of composition C47H47AsDyN2O6PS4, with ωB97M-V with the def2-TZVPD basis set.

The geometry in ORCA input format:
```
! RIJCOSX wB97M-V def2-TZVPD def2/J DEFGRID3
* xyz -2 6
C -4.125 2.175 -3.978
C -0.218 -2.955 -2.104
O -4.149 0.798 -3.604
H -2.934 1.751 -5.816
C 0.232 -3.486 -3.472
P -3.020 -0.074 -2.833
C -1.793 -4.856 -1.897
H -3.261 3.102 -2.150
C 3.014 1.229 4.930
C 5.554 -1.122 -0.265
C 1.538 3.696 -2.016
Dy 0.969 0.036 -2.636
H 4.023 1.761 2.999
C 4.500 -2.006 -0.399
H 1.837 5.063 1.018
C 1.363 4.863 -2.822
O 1.813 -1.761 -3.747
O -0.295 2.240 1.182
H 6.021 2.592 4.205
C 4.017 1.816 4.154
C 1.258 -2.954 -5.745
H -5.061 -1.045 -5.303
H -3.078 3.172 6.534
H 0.493 -3.662 -6.189
C 4.227 1.751 6.973
C -2.411 2.013 4.834
C -4.383 -1.896 -5.091
C 1.803 3.833 -0.615
H -3.736 -3.244 -3.574
C 1.330 6.197 -0.811
C -5.792 -2.651 -3.241
C -0.212 -2.586 6.223
H 2.250 -3.312 -6.002
H 6.526 -1.436 0.213
H -4.104 4.224 -3.325
H 4.492 -3.037 0.074
O -3.829 -1.469 -2.605
C -0.017 -1.443 5.469
C 5.181 2.310 4.823
H -3.365 -1.678 -5.491
S 1.265 4.477 -4.494
H -1.621 -6.392 -3.421
C 5.384 0.163 -0.722
C -0.998 2.800 6.556
C -4.152 3.218 -2.858
C 0.920 -3.325 6.604
C 2.392 -1.672 5.546
S 1.364 1.418 -5.149
H -3.078 3.459 -5.369
H 2.180 2.991 -0.111
H 0.918 7.094 -0.348
C 1.344 6.125 -2.190
C -3.550 -4.631 -0.201
H -5.072 3.139 -2.252
H -0.047 -5.064 -4.812
C -4.358 -2.354 -3.713
C 1.441 2.754 -4.056
H -2.037 2.444 -4.423
N 1.463 2.488 -2.727
C 5.298 2.219 6.234
C 1.680 5.070 -0.047
C 0.122 2.218 5.981
H 3.389 -1.453 5.140
C -1.276 -5.443 -3.057
S -1.502 -0.403 -4.082
As 1.410 0.549 3.942
H -1.457 0.885 3.314
C -2.247 2.735 6.001
H 2.497 0.463 6.875
H 1.268 6.945 -2.848
O 0.240 -1.828 -1.640
C -1.193 -3.741 -1.372
C 2.200 -2.859 6.286
H -1.495 -3.347 -0.435
H -4.771 -2.648 -5.841
H -3.626 -3.571 -0.456
C 4.216 0.547 -1.344
H 6.092 2.680 6.804
N 0.568 0.724 -0.478
C 1.238 -0.956 5.179
H -4.571 -5.039 -0.148
H 2.602 -2.357 -1.401
H -0.924 -0.823 5.241
H 4.210 1.660 8.050
H 6.208 0.833 -0.608
C -2.990 2.455 -4.937
H 4.179 1.554 -1.740
H 1.080 2.341 6.508
H -5.051 2.227 -4.584
H 3.053 -3.388 6.764
H -0.869 3.480 7.443
C -1.291 1.405 4.236
S -2.448 0.544 -1.068
H 1.182 -2.016 -6.259
C 3.149 1.142 6.305
H -5.725 -3.137 -2.255
O -2.827 -5.451 -1.184
C 0.027 1.550 4.776
C 0.134 1.479 0.344
H 0.834 -4.310 7.023
C 3.341 -1.633 -1.093
C 1.144 -2.713 -4.261
H -3.027 -4.829 0.807
H -6.299 -1.707 -3.265
H -6.334 -3.267 -3.974
H -1.262 -2.849 6.404
H -3.355 1.981 4.278
C 3.156 -0.311 -1.469
C -0.396 -4.690 -3.848
*
```

Computed properties:
* molecular weight: 1132.565 g mol⁻¹
* energy above the lowest of the compared OMol25 structures with the same formula, charge and spin: 128.71 kJ/mol
* HOMO (alpha / beta): -0.07907 / -0.08170 hartree
* E: -7435.21867 a.u.
* frontier orbital gap (alpha / beta): 0.220 / 0.222 Eh


[3]
Computed, not measured: a structure of composition C47H47Br2N4NiO3Te, with ωB97M-V with the def2-TZVPD basis set.

The geometry in ORCA input format:
```
! RIJCOSX wB97M-V def2-TZVPD def2/J DEFGRID3
* xyz -2 2
H -4.759 -5.411 -0.362
H 4.645 3.643 -1.686
Br 3.569 3.819 -7.317
C 0.744 2.842 -3.635
Te -1.515 -1.143 0.666
C -6.768 -5.213 1.449
C 0.174 -0.689 -4.759
C -2.125 -1.293 -4.072
Ni 0.389 1.163 -1.370
C 2.493 0.390 -0.234
C -1.548 3.316 -0.354
C -0.764 -1.397 2.653
H -0.029 0.447 5.395
H -1.450 -4.247 2.220
C 1.349 4.198 -5.591
H -2.817 4.723 0.828
C 3.504 1.998 1.908
H 0.075 -1.404 7.382
C -4.012 -1.356 3.030
H 3.719 -1.242 -0.161
H -2.454 -5.161 -1.112
C 0.111 3.351 1.033
H -0.843 4.679 2.402
H -3.601 -0.507 2.487
H -6.785 -5.736 2.408
Br -1.042 4.961 -4.224
C 2.356 2.271 1.198
H -2.900 -3.615 -1.837
O -0.055 2.550 -2.702
H 0.425 -3.741 4.786
C -1.001 -0.259 -3.882
H 1.115 5.022 -6.251
C 2.774 2.307 -4.984
H 0.232 -4.638 2.627
H -1.362 0.715 -4.226
H -0.130 -3.572 1.248
N -0.871 4.179 1.532
H 5.810 -0.309 -0.748
C 1.329 3.109 1.720
H -0.244 -1.159 -2.091
C -1.055 1.076 3.013
C -0.673 -0.191 -2.389
C 5.227 1.682 -1.121
H -2.992 -1.054 -3.459
C 1.318 -0.452 0.059
C 3.991 0.359 -4.308
C -4.596 -4.594 0.335
C -1.926 4.151 0.653
C -0.641 -0.282 3.482
H 6.242 1.922 -1.416
C 0.790 -1.787 6.652
H -6.802 -5.957 0.654
C 2.455 3.402 -5.804
N -0.302 2.826 -0.128
C 4.294 2.725 -1.224
C 1.582 3.673 2.999
C 2.973 2.756 -0.905
C 0.525 3.909 -4.524
H -4.962 -1.071 3.485
H 0.848 4.337 3.438
H 4.801 -0.344 -4.435
N 0.165 0.173 0.156
H 4.253 1.348 1.485
C 0.247 -1.666 5.255
O 2.217 1.804 -0.155
C -4.182 -2.504 2.079
C -2.526 -4.089 -0.929
H 3.194 -0.658 -2.604
C -3.220 -2.745 1.093
H 4.526 1.563 -6.012
C -0.364 -2.645 3.127
C -0.431 -3.857 2.257
H -6.050 -3.089 2.965
C 4.974 0.382 -0.717
H 2.870 3.847 4.675
C 3.848 1.421 -5.181
N 2.104 1.037 -3.003
C 3.101 0.197 -3.258
H -1.634 -0.056 -1.862
H 2.369 3.634 -1.076
H -3.307 -1.614 3.821
C 0.125 -2.764 4.424
H 4.604 2.342 3.721
C 1.928 2.056 -3.874
H -1.755 -2.274 -3.775
H -1.536 -3.685 -0.724
H 1.707 -1.203 6.748
H -2.094 3.057 -1.238
C -0.131 -0.426 4.763
C 2.727 3.402 3.699
C 3.744 -0.171 -0.337
C 3.701 2.554 3.170
C -5.534 -4.359 1.324
C -5.315 -3.299 2.192
C -3.461 -3.798 0.209
H -0.694 1.231 2.000
H -2.143 1.168 3.005
H -2.438 -1.337 -5.117
H 0.873 0.123 -4.911
H 0.709 -1.513 -4.295
H -7.671 -4.601 1.390
H -0.642 1.848 3.660
O 1.464 -1.679 0.258
H -0.171 -1.009 -5.744
H 1.009 -2.824 6.900
*
```

Computed properties:
* molecular weight: 1062.019 g mol⁻¹
* HOMO (alpha / beta): -0.01500 / -0.01555 hartree
* E: -9188.08569 a.u.
* frontier orbital gap (alpha / beta): 0.154 / 0.154 Eh